# C31H57AlIN2O45S10

A structure of composition C31H57AlIN2O45S10 in a non-equilibrium geometry (ωB97M-V/def2-TZVPD, OMol25).

Structure (XYZ):
```
147
Properties=species:S:1:pos:R:3
C -0.55 -4.01 2.22
C -0.19 -2.49 1.79
N 0.92 -1.99 2.27
C -1.05 -1.62 0.80
Al -1.42 0.29 1.49
C -1.85 0.39 3.48
C -0.63 0.43 4.46
O 0.05 -0.54 4.86
O -0.26 1.72 5.03
C -3.20 0.83 0.53
C -3.08 0.83 -1.04
O -2.87 1.91 -1.62
I -3.30 -1.02 -2.17
N -0.11 1.51 0.84
C 0.63 2.22 1.86
C 1.93 1.72 2.62
O 0.22 3.38 2.16
C 0.70 1.01 -0.26
C 1.98 0.08 -0.17
O 0.38 1.39 -1.42
H -0.39 -4.10 3.34
H 0.23 -4.68 1.71
H -1.61 -4.23 1.88
H 1.38 -2.67 2.90
H -2.09 -2.10 0.65
H -0.60 -1.55 -0.25
H -2.45 -0.55 3.74
H -2.58 1.27 3.62
H -0.97 1.86 5.70
H -3.37 1.92 0.85
H -4.10 0.25 0.94
H 1.97 2.20 3.66
H 2.90 2.05 2.09
H 1.93 0.59 2.77
H 1.94 -0.83 -0.86
H 2.27 -0.25 0.88
H 2.87 0.71 -0.55
C 0.58 6.44 -0.41
C -0.06 6.26 0.96
O 0.13 7.52 1.62
S 0.10 8.71 0.52
O -1.22 9.27 0.50
O 1.28 9.50 0.68
O 0.27 7.78 -0.80
H 1.66 6.34 -0.35
H 0.19 5.73 -1.14
H 0.39 5.45 1.53
H -1.14 6.09 0.87
C -3.90 -2.73 5.55
C -5.16 -3.49 5.95
O -6.22 -2.84 5.24
S -5.64 -2.28 3.82
O -5.96 -3.23 2.80
O -5.96 -0.89 3.72
O -4.07 -2.42 4.17
H -3.81 -1.79 6.10
H -3.00 -3.33 5.70
H -5.35 -3.46 7.02
H -5.12 -4.53 5.61
C 2.54 -4.09 -4.07
C 3.78 -3.22 -3.97
O 3.66 -2.53 -2.72
S 2.88 -3.48 -1.67
O 3.85 -4.14 -0.85
O 1.77 -2.75 -1.13
O 2.31 -4.56 -2.74
H 1.68 -3.50 -4.38
H 2.68 -4.93 -4.76
H 3.86 -2.51 -4.80
H 4.69 -3.83 -3.93
C -7.46 -1.62 -4.96
C -6.70 -1.95 -3.68
O -7.36 -3.11 -3.15
S -7.92 -4.00 -4.38
O -6.98 -5.04 -4.65
O -9.31 -4.26 -4.16
O -7.78 -2.88 -5.54
H -8.40 -1.10 -4.74
H -6.87 -1.02 -5.64
H -6.72 -1.13 -2.96
H -5.66 -2.22 -3.90
C -2.18 5.09 -4.07
C -3.44 4.35 -3.66
O -4.50 5.00 -4.38
S -3.93 5.53 -5.80
O -4.27 4.57 -6.81
O -4.25 6.92 -5.92
O -2.36 5.39 -5.46
H -2.09 6.04 -3.53
H -1.29 4.49 -3.92
H -3.62 4.39 -2.59
H -3.41 3.31 -3.99
C 5.98 0.96 -7.36
C 6.72 0.62 -6.08
O 6.06 -0.53 -5.56
S 5.51 -1.42 -6.80
O 6.46 -2.47 -7.06
O 4.11 -1.67 -6.59
O 5.67 -0.30 -7.96
H 5.05 1.49 -7.15
H 6.59 1.56 -8.04
H 6.70 1.44 -5.35
H 7.76 0.35 -6.28
C 6.98 -3.40 0.84
C 6.32 -3.56 2.20
O 6.50 -2.30 2.85
S 6.49 -1.12 1.73
O 5.18 -0.55 1.69
O 7.67 -0.33 1.90
O 6.68 -2.06 0.43
H 8.07 -3.49 0.91
H 6.60 -4.11 0.11
H 6.77 -4.36 2.78
H 5.25 -3.73 2.10
C -10.28 -2.10 6.15
C -9.04 -1.22 6.25
O -9.16 -0.54 7.50
S -9.93 -1.50 8.55
O -8.95 -2.15 9.36
O -11.03 -0.77 9.10
O -10.50 -2.58 7.48
H -11.15 -1.52 5.85
H -10.14 -2.93 5.47
H -8.97 -0.51 5.42
H -8.13 -1.82 6.28
C 1.35 2.94 7.74
C 1.03 4.23 8.46
O -0.03 3.90 9.36
S 0.14 2.36 9.84
O 0.79 2.36 11.12
O -1.08 1.67 9.60
O 1.23 1.91 8.72
H 0.63 2.74 6.94
H 2.36 2.94 7.32
H 0.73 5.03 7.78
H 1.88 4.57 9.06
C 9.49 -2.83 -9.35
C 9.97 -2.05 -10.56
O 9.80 -0.68 -10.21
S 10.04 -0.51 -8.61
O 11.38 -0.08 -8.40
O 8.90 0.17 -8.06
O 9.94 -2.08 -8.22
H 8.40 -2.88 -9.31
H 9.90 -3.84 -9.32
H 9.40 -2.29 -11.46
H 11.03 -2.22 -10.75
```

Computed properties:
- Gap between HOMO and LUMO: 7.4 eV
- E_HOMO: -6.26 eV
- Total charge: -1
- Multiplicity: 1
- Calculated total energy: -251232.0568 eV